Entry 1:
{
  "formula": "C4H18B3CdO2",
  "method": "ωB97M-V/def2-TZVPD",
  "largest_force_ev_per_a": 5.130,
  "total_charge": 0,
  "lumo_energy_ha": [0.0130, -0.1837],
  "e_tot_ev": -15115.41710,
  "s2": 0.754,
  "multiplicity": 2,
  "species": ["Cd", "B", "H", "H", "H", "H", "B", "H", "H", "H", "H", "B", "H", "H", "H", "H", "O", "C", "O", "C", "C", "C", "H", "H", "H", "H", "H", "H"],
  "xyz": [[-1.579, -0.001, 0.564], [-2.411, -0.524, -1.233], [-2.158, 0.525, -1.247], [-2.867, -0.830, -2.162], [-1.462, -1.011, -1.071], [-3.033, -0.679, -0.365], [-0.832, -1.417, 1.969], [-1.896, -1.457, 1.795], [-0.516, -2.240, 2.591], [-0.397, -1.523, 0.988], [-0.652, -0.420, 2.341], [-2.578, 1.432, 1.651], [-2.935, 0.427, 1.821], [-3.060, 2.064, 2.380], [-1.505, 1.514, 1.721], [-2.881, 1.703, 0.651], [0.217, 0.863, -0.046], [1.331, 0.746, -0.561], [1.472, 0.857, -1.873], [2.760, 0.376, -2.287], [3.271, -0.491, -1.113], [2.648, 0.312, 0.057], [3.334, 1.278, -2.495], [2.726, -0.309, -3.135], [4.357, -0.562, -1.054], [2.957, -1.531, -1.194], [3.194, 1.203, 0.368], [2.497, -0.306, 0.942]],
  "forces_ev_per_angstrom": [[0.7, -0.5, 0.0], [-2.0, -0.8, -2.4], [1.0, 4.4, -1.1], [-1.6, -1.0, -2.9], [4.1, -2.5, -0.1], [-3.6, -1.6, 2.3], [0.9, -0.1, 0.2], [-4.7, -1.8, 0.2], [0.7, -2.7, 2.7], [2.5, -1.1, -3.4], [1.9, 3.4, 2.6], [-0.3, 2.2, -0.3], [-3.0, -3.7, 1.8], [-1.4, 1.6, 3.4], [4.0, 1.9, 1.2], [-1.3, 1.2, -3.4], [3.9, 1.4, -1.1], [-1.4, -0.7, 0.5], [-0.4, -0.3, -0.3], [0.9, -0.8, 0.2], [0.4, 1.5, 0.3], [-0.5, -1.1, 0.3], [0.4, -0.3, -0.1], [-0.7, 0.7, -0.4], [0.0, 0.4, -0.1], [-0.6, 0.2, 0.2], [0.3, 0.0, -0.3], [-0.3, 0.2, 0.0]]
}


Entry 2:
{
  "formula": "C4H18N2O5",
  "method": "ωB97M-V/def2-TZVPD",
  "largest_force_ev_per_a": 4.731,
  "relative_energy_ev": 3.434,
  "total_charge": 0,
  "lumo_energy_ha": 0.0234,
  "e_tot_ev": -17655.93317,
  "smiles": "CN[C@H](C)C(N)=O.O.O.O.O",
  "species": ["C", "N", "C", "C", "C", "N", "O", "H", "H", "H", "H", "H", "H", "H", "H", "H", "H", "O", "H", "H", "O", "H", "H", "O", "H", "H", "O", "H", "H"],
  "xyz": [[1.394, 0.544, -1.370], [0.308, 0.568, -0.371], [-1.000, 0.411, -0.827], [-1.996, 0.923, 0.267], [-1.240, -1.271, -1.093], [-2.063, -1.549, -2.175], [-0.929, -2.155, -0.340], [2.476, 0.256, -1.075], [1.093, -0.216, -2.130], [1.394, 1.557, -2.091], [0.535, 0.207, 0.516], [-1.189, 1.008, -1.696], [-1.721, 1.955, 0.489], [-2.098, 0.244, 1.122], [-3.027, 0.915, -0.077], [-2.433, -2.382, -2.505], [-1.936, -1.034, -3.021], [1.726, 1.612, 1.821], [2.019, 1.914, 2.653], [1.927, 0.710, 1.953], [1.942, 2.884, -0.976], [2.160, 3.729, -0.798], [1.739, 2.359, -0.171], [0.285, -3.491, 1.682], [-0.635, -3.245, 1.775], [0.312, -3.441, 0.680], [0.608, -0.704, 2.705], [-0.290, -0.808, 2.958], [0.638, -1.501, 2.095]],
  "forces_ev_per_angstrom": [[-0.5, -0.1, -3.4], [2.2, 1.5, -1.1], [-0.6, -2.6, 1.6], [-0.3, -0.9, -0.8], [-1.9, 1.5, -1.4], [0.7, 2.3, -0.4], [0.6, 0.3, 0.8], [-2.1, 0.8, 0.1], [0.4, -0.2, 0.4], [0.1, -3.0, 2.3], [-0.1, -0.4, 1.0], [0.1, -0.1, -0.9], [0.1, -0.3, 0.4], [0.8, 0.4, 0.2], [-0.1, 0.2, -0.6], [-0.3, -2.6, 0.7], [0.1, 1.3, 0.0], [-0.1, 1.1, -1.2], [0.4, 1.3, 1.6], [-0.1, -2.0, -0.2], [-0.8, -3.3, -0.5], [1.1, 4.3, 1.6], [0.1, 1.0, -0.2], [0.3, 0.1, -1.8], [-0.5, 0.0, 0.4], [0.3, -0.1, 1.6], [0.9, -1.7, -1.6], [-1.4, 0.4, 0.8], [0.6, 0.7, 0.8]]
}


Entry 3:
{
  "formula": "C4H18O4",
  "method": "ωB97M-V/def2-TZVPD",
  "largest_force_ev_per_a": 3.015,
  "relative_energy_ev": 1.330,
  "total_charge": 0,
  "lumo_energy_ha": 0.0127,
  "e_tot_ev": -12629.04065,
  "smiles": "CCCC.O.O.O.O",
  "species": ["C", "C", "C", "C", "H", "H", "H", "H", "H", "H", "H", "H", "H", "H", "O", "H", "H", "O", "H", "H", "O", "H", "H", "O", "H", "H"],
  "xyz": [[-0.573, 0.531, -1.763], [-1.009, -0.955, -1.738], [-1.359, -1.359, -0.294], [-1.032, -2.796, 0.152], [0.380, 0.567, -1.145], [-1.478, 1.042, -1.284], [-0.403, 0.750, -2.848], [-0.188, -1.716, -2.046], [-1.830, -1.187, -2.387], [-2.450, -1.153, -0.235], [-0.925, -0.579, 0.456], [-1.189, -2.832, 1.220], [-0.038, -3.236, -0.065], [-1.645, -3.476, -0.573], [0.353, 3.209, 1.952], [1.024, 2.641, 2.361], [0.606, 3.370, 1.055], [2.515, 1.209, 2.073], [2.594, 0.546, 1.376], [3.088, 1.982, 1.717], [-2.265, 1.164, 1.371], [-1.706, 1.780, 1.920], [-3.070, 1.571, 1.582], [3.579, -0.124, -0.607], [3.905, -1.001, -0.821], [3.113, 0.051, -1.430]],
  "forces_ev_per_angstrom": [[-0.6, -1.4, -0.2], [2.3, -1.7, 0.9], [0.2, 1.5, 1.0], [-0.7, -0.6, -2.5], [-1.2, 0.6, -0.7], [1.7, 0.0, -0.7], [-0.1, 0.6, 1.1], [-0.8, 1.5, 0.1], [-0.5, 0.2, -0.5], [0.5, -0.5, 0.5], [-0.5, -1.4, -1.3], [-0.5, -0.8, 0.1], [0.0, 1.1, 0.2], [0.4, 0.7, 2.0], [-0.5, 0.0, 1.2], [-0.1, -0.1, -0.5], [0.4, -0.1, -0.7], [1.5, 2.2, -0.8], [0.0, -0.1, -0.1], [-1.3, -2.1, 0.9], [2.4, 0.8, 0.9], [0.2, -1.0, -1.0], [-2.5, 0.5, 0.1], [-0.2, -0.2, -0.4], [0.4, -0.3, 0.5], [-0.3, 0.6, 0.0]]
}